DFT (wB97M-V/def2-TZVPD) results for a 3-piece molecular cluster, C5H11N overall.

HOMO   -9.9 eV
Energy relative to the best compared isomer or geometry (same formula, charge and spin)   379.9 kJ/mol

Geometry as ORCA input:
```
! RIJCOSX wB97M-V def2-TZVPD def2/J DEFGRID3
* xyz 0 1
C -1.9845 1.3085 -0.6144
C -2.2770 0.0220 -0.7764
N 0.7277 -1.3032 -0.6956
C 1.4112 -1.6719 0.2897
C 1.2385 -0.2353 0.2616
C 2.3024 0.7172 -0.2274
H -1.5989 -0.7569 1.7729
H -0.9779 1.6856 -0.7858
H -2.7333 2.0386 -0.3156
H -3.2840 -0.3563 -0.6121
H -1.5183 -0.6976 -1.0763
H -1.2947 -1.2593 2.2312
H 1.7965 -2.5932 0.7122
H 0.4688 0.2080 0.8970
H 2.9068 1.0922 0.6069
H 1.8482 1.5804 -0.7277
H 2.9686 0.2211 -0.9403
*
```

---

DFT (wB97M-V/def2-TZVPD) results for C26H68Cu2O26S8 as an isolated structure at a distorted geometry.

HOMO (spin up / spin down)   -13.0 / -13.0 eV
Energy relative to the best compared isomer or geometry (same formula, charge and spin)   1087.8 kJ/mol
<S²>   2.009

Geometry as ORCA input:
```
! RIJCOSX wB97M-V def2-TZVPD def2/J DEFGRID3
* xyz 2 3
Cu 2.2428 3.2229 4.0267
Cu 3.3090 -1.1828 7.1281
O 1.3197 -0.2347 3.6571
C 0.7767 -0.5861 2.3841
C 1.3790 0.1284 1.0604
O 1.5433 1.5331 1.1914
H -0.2324 -0.1787 2.3223
H 0.8680 -1.6657 2.2648
H 0.7000 -0.0532 0.2273
H 2.3909 -0.2307 0.8726
O -1.7949 -10.4146 2.9190
S -2.2407 -9.0803 2.5852
O -2.7817 -8.7959 1.2484
O -3.3234 -8.7004 3.8020
C -4.2244 -7.6150 3.4549
C -5.4652 -7.7859 4.3714
C -1.0471 -7.7813 3.0862
H -4.5184 -7.5574 2.4068
H -3.7115 -6.6886 3.7132
H -5.1466 -8.0306 5.3847
H -6.0377 -8.6250 3.9760
H -6.0989 -6.9073 4.4922
H -0.7734 -8.1005 4.0918
H -1.5243 -6.8021 3.0474
H -0.2140 -7.9941 2.4162
O -5.0678 -6.5729 -5.9169
S -5.2840 -5.4342 -5.0361
O -6.5788 -5.0410 -4.4505
O -4.0508 -5.4436 -3.8920
C -4.1551 -4.4181 -2.9283
C -2.7975 -4.0303 -2.5069
C -4.8258 -3.8375 -6.0443
H -4.7283 -4.8048 -2.0856
H -4.6757 -3.5254 -3.2750
H -2.3994 -3.7478 -3.4814
H -2.2158 -4.9227 -2.2759
H -2.8091 -3.3510 -1.6545
H -3.9191 -3.9930 -6.6289
H -4.6778 -2.9819 -5.3854
H -5.7313 -3.7135 -6.6382
O 2.2239 7.0624 -4.5929
S 1.7769 8.1197 -3.7064
O 2.4515 9.3725 -3.5524
O 0.1896 8.4430 -4.1361
C -0.1285 9.2696 -5.2130
C 0.1462 8.4396 -6.5265
C 1.4584 7.3014 -2.0952
H 0.4614 10.1854 -5.1738
H -1.1843 9.5398 -5.1908
H 1.2181 8.3873 -6.7171
H -0.5400 8.8828 -7.2483
H -0.2611 7.4820 -6.2022
H 0.4025 7.0376 -2.0358
H 1.6778 7.9328 -1.2343
H 2.1262 6.4446 -2.0052
O 8.3893 0.0066 -3.2020
S 8.1945 1.4803 -3.2055
O 9.1948 2.4039 -2.6271
O 7.9207 1.9227 -4.7293
C 8.0500 3.3081 -5.1802
C 6.8623 3.5592 -6.1950
C 6.5462 1.7848 -2.4736
H 9.0210 3.4719 -5.6477
H 7.9495 4.0271 -4.3671
H 5.8904 3.6080 -5.7040
H 6.8558 2.6883 -6.8504
H 6.9549 4.5167 -6.7076
H 6.5788 2.7411 -1.9516
H 6.4647 0.9623 -1.7630
H 5.7145 1.7918 -3.1782
O -8.2958 0.5781 -0.2328
S -7.7842 -0.1109 1.0204
O -8.1091 -1.5538 1.1848
O -6.1944 0.1367 1.2288
C -5.4727 0.9414 0.2795
C -5.2375 2.3628 0.7207
C -8.3384 0.7802 2.5044
H -5.7238 0.7558 -0.7648
H -4.4991 0.4634 0.3880
H -4.8127 2.5323 1.7101
H -6.1692 2.9285 0.7219
H -4.5541 2.9349 0.0933
H -9.2440 0.2598 2.8160
H -8.5160 1.8176 2.2208
H -7.5589 0.7653 3.2660
O -1.0215 0.8710 11.7223
S -0.8312 1.1148 10.2652
O 0.0278 0.1758 9.4987
O -2.2955 1.3037 9.4946
C -2.3056 1.5403 8.0851
C -3.3707 0.6421 7.3750
C -0.4146 2.8748 10.1329
H -1.3358 1.2941 7.6526
H -2.4516 2.5984 7.8677
H -3.2076 -0.3764 7.7273
H -3.1850 0.7088 6.3030
H -4.3449 1.0556 7.6359
H 0.5527 2.8950 10.6349
H -1.2648 3.2058 10.7294
H -0.5499 3.1637 9.0906
O 6.4538 -2.1228 4.4544
S 7.8373 -2.5524 4.6609
O 8.2798 -3.0353 5.9731
O 8.4136 -3.4330 3.4084
C 7.5300 -3.6397 2.2598
C 6.8412 -5.0076 2.5264
C 8.8341 -0.9716 4.3376
H 8.0352 -3.6283 1.2940
H 6.6835 -2.9860 2.0494
H 6.3143 -5.1733 3.4661
H 7.6069 -5.7817 2.5768
H 6.0908 -5.1866 1.7564
H 8.5514 -0.4881 3.4026
H 9.9051 -1.1570 4.2549
H 8.5423 -0.4126 5.2266
O -1.7279 0.3724 -6.5026
S -0.5008 1.0910 -6.9379
O -0.0798 0.9683 -8.2874
O -0.5343 2.7237 -6.4937
C -1.1627 3.0788 -5.1753
C -2.6587 3.4275 -5.4981
C 0.8934 0.6371 -5.8040
H -0.7175 3.9430 -4.6824
H -1.2121 2.1733 -4.5706
H -3.3001 2.6344 -5.8824
H -2.7343 4.1996 -6.2638
H -3.1631 3.7512 -4.5877
H 1.1851 -0.4034 -5.9464
H 0.5389 0.7680 -4.7816
H 1.6780 1.3224 -6.1246
*
```

---

DFT (wB97M-V/def2-TZVPD) results for C30H27N5O3Se2Zr as an isolated structure.

HOMO   -18.2 eV
Energy relative to the best compared isomer or geometry (same formula, charge and spin)   7.9 kJ/mol

Geometry as ORCA input:
```
! RIJCOSX wB97M-V def2-TZVPD def2/J DEFGRID3
* xyz 4 1
Zr 2.0412 1.0322 0.6902
Se 2.3474 3.5082 2.3086
Se 4.2122 2.0214 2.3297
C 3.3327 0.7019 3.4272
C 3.7724 0.3593 4.6825
C 3.0761 -0.6490 5.3567
C 1.9879 -1.2502 4.7415
C 1.6199 -0.8429 3.4694
N 2.2804 0.1229 2.8115
C 2.7232 3.9940 0.4666
C 3.0371 5.2745 0.0893
C 3.3478 5.4889 -1.2594
C 3.3538 4.4156 -2.1351
C 3.0287 3.1528 -1.6636
N 2.6947 2.9436 -0.3796
H 4.6236 0.8533 5.1329
H 3.3841 -0.9509 6.3502
H 1.4300 -2.0297 5.2421
H 0.7851 -1.3038 2.9525
H 3.0618 6.0819 0.8092
H 3.6050 6.4834 -1.6022
H 3.6190 4.5434 -3.1757
H 3.0421 2.2832 -2.3088
C -4.1553 -2.1549 -4.3256
O -2.9764 -2.0804 -3.4870
C -3.0897 -2.3212 -2.1840
C -4.2483 -2.7585 -1.5367
C -4.2346 -2.9499 -0.1743
C -3.0838 -2.6948 0.5905
C -1.9339 -2.2750 -0.0295
C -1.9219 -2.1046 -1.4190
N -0.8390 -1.6413 -2.1880
C 0.4193 -1.4424 -1.9810
C 1.2504 -1.8328 -0.8394
C 1.1648 -3.0971 -0.2593
C 2.1466 -3.5630 0.6189
C 3.2446 -2.7803 0.9251
C 3.3691 -1.5147 0.3483
C 2.3927 -1.0526 -0.5300
O 2.5029 0.2355 -1.0215
H -4.9021 -1.4482 -3.9661
H -4.5443 -3.1714 -4.3305
H -3.8235 -1.8850 -5.3215
H -5.1519 -2.9472 -2.0962
H -5.1334 -3.3043 0.3126
H -3.1004 -2.8545 1.6592
H -1.0469 -2.0891 0.5606
H -1.1729 -1.4268 -3.1364
H 0.9438 -0.9684 -2.8054
H 0.3496 -3.7570 -0.5294
H 2.0630 -4.5619 1.0262
H 4.0241 -3.1632 1.5704
H 4.2717 -0.9240 0.4855
N -5.2160 1.8625 -0.3947
C -4.1831 1.2624 -0.9806
O -4.2279 0.4737 -1.9075
C -2.7865 1.4722 -0.4278
C -1.7807 1.7449 -1.3571
C -0.4697 1.6890 -0.9609
N -0.1099 1.3535 0.3074
C -1.0900 1.1358 1.2144
C -2.4277 1.2180 0.8927
H -6.1430 1.7192 -0.7732
H -5.1031 2.5943 0.2883
H -2.0311 1.9637 -2.3866
H 0.3343 1.8895 -1.6593
H -0.7776 0.8899 2.2243
H -3.1783 1.0261 1.6482
*
```

---

DFT (wB97M-V/def2-TZVPD) results for a 4-piece molecular cluster, C40H72BClF2NO17S overall at a distorted geometry.

HOMO   -11.2 eV

Geometry as ORCA input:
```
! RIJCOSX wB97M-V def2-TZVPD def2/J DEFGRID3
* xyz 1 1
C -5.8495 -1.4617 -2.2416
O -6.3423 -2.7501 -2.8251
C -6.4061 -2.6569 -4.2947
C -4.8851 -2.8364 -4.9081
C -4.5041 -4.4037 -5.2363
C -4.2152 -5.3292 -3.9132
C -2.5891 -5.5886 -3.7430
C -2.1065 -5.4692 -2.1645
C -2.2748 -3.8776 -1.6805
C -0.7851 -3.1897 -2.0455
N -0.7160 -1.7084 -1.7710
O -1.7831 -1.4433 -1.0037
C -1.2392 -1.1252 -3.1083
Cl -2.3753 0.3677 -2.8600
C -0.1748 -0.9753 -4.3039
F -0.5712 -1.8764 -5.4568
O 1.1194 -1.4223 -3.8911
C 1.6376 -0.8803 -2.6314
C 3.0274 -1.8230 -2.5041
C 3.9974 -1.8632 -3.8090
C 5.2394 -0.7888 -3.8162
C 6.2454 -0.8701 -2.5279
S 7.4851 0.5657 -2.7649
O 8.4840 0.3071 -3.9336
O 6.7969 1.9205 -3.0605
O 8.2728 0.7637 -1.2338
C 2.2001 0.5970 -2.9056
C 1.2214 1.8617 -3.2343
F 3.3163 1.0485 -1.9852
C 0.6133 -1.1305 -1.3179
C 1.3841 -2.0524 -0.1496
C 0.6074 -2.3155 1.2479
C 0.7894 -1.4536 2.6698
C 0.0247 -1.7860 4.0762
C -1.0187 -3.0633 4.2009
C -1.2015 -3.9787 2.8534
C -2.2262 -5.2555 2.9262
C -0.4183 -3.6279 1.4270
B 0.4657 0.2674 -0.3876
O -0.6763 1.1801 -0.3095
O 1.6143 0.8009 0.4370
C 1.1758 1.9005 1.3031
H -6.7488 -0.8614 -1.7718
H -5.0076 -1.7146 -1.4349
H -5.3443 -0.7692 -3.0570
H -7.1837 -3.3933 -4.7690
H -6.7762 -1.5660 -4.5491
H -4.8899 -2.2560 -5.9506
H -4.0854 -2.3088 -4.2342
H -5.4033 -4.9044 -5.8172
H -3.5382 -4.3763 -5.9176
H -4.6269 -4.8128 -2.9374
H -4.7262 -6.3968 -3.9606
H -2.3585 -6.6649 -4.1644
H -1.9320 -4.8083 -4.3577
H -0.9662 -5.8166 -2.1176
H -2.6867 -6.2120 -1.4451
H -3.1575 -3.3415 -2.2624
H -2.4804 -3.9133 -0.5298
H -0.6344 -3.4771 -3.1977
H -0.0623 -3.8968 -1.4874
H -1.7170 -1.7176 -0.0635
H -2.0578 -1.8900 -3.5358
H -0.2651 0.1068 -4.7614
H 3.6941 -1.5193 -1.5953
H 2.6198 -2.9456 -2.4470
H 3.4829 -1.7878 -4.8545
H 4.5217 -2.9381 -3.7964
H 5.9022 -1.0633 -4.7708
H 4.9361 0.3301 -3.9537
H 6.9025 -1.8441 -2.6087
H 5.7379 -0.7160 -1.4849
H 7.9136 1.6402 -0.8686
H 2.7766 0.5336 -3.9589
H 1.2754 2.2722 -4.3368
H 1.6033 2.7609 -2.5471
H 0.0930 1.7231 -2.9791
H 2.4372 -1.5877 0.1684
H 1.6754 -3.1351 -0.5223
H 1.5331 -0.5232 2.6793
H 0.2431 -1.0814 5.0143
H -1.5603 -3.2311 5.2312
H -2.5510 -5.5215 4.0210
H -3.2279 -4.9455 2.3607
H -1.7644 -6.1439 2.3195
H -0.6483 -4.3881 0.5473
H -0.5669 1.9927 -0.8852
H 2.1124 2.1585 1.9983
H 0.3111 1.6206 2.0598
H 0.9615 2.9220 0.7227
C -3.8016 3.5466 2.3587
C -4.1054 4.6988 1.4170
O -3.7954 5.9604 2.0255
C -2.4758 6.2690 2.1011
O -1.5522 5.5812 1.6966
O -2.3608 7.4663 2.7284
C -1.0112 7.8591 2.9691
H -4.3158 3.6847 3.3161
H -4.1153 2.5962 1.9198
H -2.7314 3.4830 2.5822
H -5.1775 4.7104 1.1986
H -3.5815 4.5938 0.4627
H -0.4250 7.8527 2.0453
H -0.5602 7.2011 3.7182
H -1.0197 8.8789 3.3641
C 4.3961 8.7992 -1.6265
C 4.4477 7.2818 -1.5845
O 3.4073 6.7512 -0.7515
C 2.1591 6.7707 -1.2843
O 1.8563 7.1859 -2.3913
O 1.3013 6.2703 -0.3602
C -0.0673 6.3340 -0.7558
H 4.4215 9.2144 -0.6131
H 5.2387 9.1986 -2.1964
H 3.4703 9.1561 -2.0901
H 5.3969 6.9674 -1.1403
H 4.3981 6.8448 -2.5859
H -0.2235 5.8508 -1.7249
H -0.3977 7.3768 -0.7856
H -0.6623 5.8035 -0.0071
C 1.2700 -0.1232 11.0832
C -0.0276 -0.6069 10.4596
O 0.2020 -1.1782 9.1639
C 0.7570 -2.4168 9.1566
O 1.0630 -3.0734 10.1389
O 0.9356 -2.7882 7.8641
C 1.6134 -4.0341 7.7150
H 1.7881 0.5678 10.4093
H 1.0772 0.3825 12.0326
H 1.9581 -0.9540 11.2723
H -0.6951 0.2475 10.3125
H -0.5496 -1.3184 11.1058
H 1.1124 -4.8284 8.2762
H 2.6548 -3.9316 8.0353
H 1.6020 -4.3020 6.6548
*
```

---

DFT (wB97M-V/def2-TZVPD) results for a 2-piece molecular cluster, C4H5NO overall at a distorted geometry.

HOMO   -8.7 eV
Energy relative to the best compared isomer or geometry (same formula, charge and spin)   321.9 kJ/mol

Geometry as ORCA input:
```
! RIJCOSX wB97M-V def2-TZVPD def2/J DEFGRID3
* xyz 0 1
C -1.8001 0.0272 -0.8910
N -0.7988 -0.7482 -0.9581
C 0.4381 -0.5570 1.7112
O -0.4146 -1.1377 2.2604
C 1.5398 0.0378 1.3238
C 1.9882 0.7585 0.3055
H -2.5923 0.1017 -1.6444
H 1.3502 1.0380 -0.5377
H -1.9041 0.6818 -0.0208
H -0.8282 -1.3078 -1.8143
H 3.0219 1.1056 0.2653
*
```

---

DFT (wB97M-V/def2-TZVPD) results for one molecule with the formula C27H28N4O3 at a distorted geometry.

HOMO   -8.2 eV
Energy relative to the best compared isomer or geometry (same formula, charge and spin)   4.8 kJ/mol

Geometry as ORCA input:
```
! RIJCOSX wB97M-V def2-TZVPD def2/J DEFGRID3
* xyz 0 1
C 1.3853 2.0770 -0.7610
H 1.2608 2.4820 0.2410
H 1.7950 2.8566 -1.3979
H 0.4024 1.7964 -1.1331
C 2.2992 0.8570 -0.7827
N 3.6974 1.1769 -0.5338
C 4.0063 1.8107 0.7282
H 5.0145 2.2290 0.6379
C 3.9961 0.9335 2.0021
N 2.6764 0.4737 2.3581
C 2.3150 -0.8271 2.2774
O 3.1149 -1.7200 2.0630
C 0.8573 -1.1071 2.4344
C -0.1334 -0.1907 2.0954
C -1.4634 -0.5593 2.1060
C -1.8279 -1.8635 2.4275
C -0.8471 -2.7613 2.8441
C 0.4793 -2.3866 2.8342
H 1.2529 -3.0884 3.1059
H -1.1278 -3.7632 3.1351
N -3.1545 -2.2930 2.2997
C -3.9946 -2.0841 1.2393
O -5.1110 -2.5528 1.2287
C -3.4422 -1.2429 0.1310
C -4.0722 -0.0729 -0.1986
C -3.4843 0.7790 -1.1671
N -2.3408 0.5043 -1.7552
C -1.7364 -0.6665 -1.4916
C -0.5244 -0.9550 -2.1547
C 0.1234 -2.1363 -1.9286
C -0.4240 -3.0926 -1.0602
C -1.5974 -2.8440 -0.4025
C -2.2639 -1.6160 -0.5712
H -2.0302 -3.5965 0.2402
H 0.0870 -4.0326 -0.9171
H 1.0549 -2.3524 -2.4302
H -0.1444 -0.2200 -2.8465
C -4.1214 2.0282 -1.5191
C -3.7399 2.9964 -2.4173
C -4.7351 3.9928 -2.3675
C -5.6471 3.5650 -1.4480
O -5.2871 2.3846 -0.9305
H -6.5603 3.9989 -1.0905
H -4.7719 4.9003 -2.9344
H -2.8589 2.9734 -3.0232
H -4.9820 0.2275 0.2972
H -3.4816 -2.9858 2.9630
H -2.2206 0.1624 1.8437
H 0.1132 0.8119 1.7799
H 1.9802 1.1749 2.5501
H 4.6059 0.0400 1.8570
H 4.4137 1.5180 2.8293
H 3.3186 2.6471 0.8678
C 4.5821 0.0666 -0.8566
C 4.7964 -0.0655 -2.3626
H 5.5875 -0.7854 -2.5564
H 5.0848 0.8963 -2.7782
H 3.8977 -0.4058 -2.8695
H 5.5507 0.2719 -0.3948
H 4.2071 -0.8858 -0.4494
H 2.2587 0.4353 -1.7884
H 1.9115 0.0853 -0.0986
*
```

---

DFT (wB97M-V/def2-TZVPD) results for C22H15MoN8 as an isolated structure.

HOMO   -17.3 eV

Geometry as ORCA input:
```
! RIJCOSX wB97M-V def2-TZVPD def2/J DEFGRID3
* xyz 3 1
Mo -1.0728 -0.1781 -0.0086
N -4.8962 8.8509 -1.5937
C -4.4150 7.8239 -1.4146
C -3.8168 6.5409 -1.1849
C -2.6666 6.1718 -1.8871
C -2.1101 4.9279 -1.6825
C -2.6676 4.0498 -0.7346
C -3.8134 4.4418 -0.0191
C -4.3952 5.6680 -0.2585
C -2.0601 2.7453 -0.4976
C -1.8159 1.9372 -1.6464
C -2.2122 2.1689 -2.9498
C -1.7148 1.1324 -3.7835
C -1.0602 0.2458 -2.9898
N -1.1023 0.6766 -1.6620
C -1.7697 2.4021 0.8510
C -1.8585 3.2049 1.9727
C -1.4769 2.4551 3.1173
C -1.1349 1.2092 2.6969
N -1.2668 1.1245 1.3112
H -2.2152 6.8669 -2.5819
H -1.1976 4.6593 -2.1995
H -4.2862 3.7538 0.6700
H -5.2995 5.9572 0.2591
H -2.8132 3.0014 -3.2816
H -1.8455 1.0553 -4.8515
H -0.5637 -0.6766 -3.2525
H -2.1372 4.2468 1.9750
H -1.4393 2.8166 4.1330
H -0.7655 0.3708 3.2686
N -2.9858 -3.9198 0.4775
C -3.2032 -2.6371 0.2699
N -2.0090 -2.0258 0.2303
C -1.0999 -3.0569 0.4171
N -1.6687 -4.2108 0.5632
C 0.3261 -2.7393 0.4241
C 1.3449 -3.6591 0.6005
N 2.6177 -3.2758 0.5905
C 2.8979 -1.9933 0.4084
C 1.8940 -1.0457 0.2307
N 0.6058 -1.4223 0.2386
H -3.6691 -4.6669 0.5666
H -4.1741 -2.1778 0.1646
H 1.1273 -4.7105 0.7503
H 3.9405 -1.6990 0.4021
H 2.1118 0.0038 0.0829
*
```